(1)
C35H29IrN8O5 as an isolated structure in a non-equilibrium geometry, computed with the ωB97M-V functional and the def2-TZVPD basis.

Positions of all 78 atoms, in Å:
Ir: -0.7733 0.1628 -0.0273
O: 0.9072 -2.1983 3.0233
O: 0.0409 -0.5942 1.6911
O: 1.0208 7.8428 0.5157
O: -1.1399 8.2693 0.6433
O: 0.0300 -2.0403 -0.3809
N: 4.0357 2.6226 -2.7371
N: 1.8674 1.8637 -2.7464
N: 3.1973 1.7908 -0.7806
N: 0.9767 0.9786 -0.7599
N: -1.7521 1.9366 0.8575
N: -1.3899 0.6605 -1.9088
N: 2.2751 1.0526 1.1657
N: -2.5438 -0.6335 0.6038
C: 3.2055 -3.0906 1.3581
C: 0.3450 4.9680 0.4881
C: 5.0822 -2.1737 0.1620
C: 3.0295 2.0818 -2.0681
C: 0.3548 -4.0495 0.9670
C: -0.5699 5.9875 0.7091
C: -2.5957 0.4309 -2.4381
C: -0.8000 -4.2732 1.7128
C: -2.8934 -1.9161 0.5054
C: 0.5666 -6.4307 0.6361
C: -4.5581 -0.1906 1.7836
C: -4.9277 -1.5254 1.6929
C: -0.2584 7.4651 0.6287
C: -2.2959 4.3348 1.0376
C: 0.9089 1.3263 -2.0650
C: -2.8708 1.5699 1.3616
C: 4.5723 -2.9386 1.2049
C: -1.8245 0.9838 -4.6266
C: -2.8495 0.5758 -3.7883
C: -1.8947 5.6504 0.9732
C: -0.5791 1.2452 -4.0759
C: 2.8412 -1.7058 -0.5679
C: -0.0539 3.6448 0.5710
C: 0.5645 -1.7466 1.9732
C: -1.2520 -5.5629 1.9377
C: -4.0679 -2.4062 1.0566
C: -3.3469 0.2155 1.2537
C: -0.5675 -6.6462 1.4026
C: 1.0352 -5.1403 0.4303
C: 2.1634 1.2731 -0.1351
C: 0.8342 -2.6493 0.6612
C: 2.3229 -2.4780 0.4671
C: 4.2153 -1.5664 -0.7274
C: -0.3919 1.0756 -2.7199
C: -1.3710 3.3039 0.8386
H: 0.6679 2.8622 0.4316
H: -4.3020 -3.4578 0.9714
H: 6.1508 -2.0532 0.0457
H: -3.8382 0.3688 -4.1721
H: 2.1757 -1.2330 -1.2809
H: -3.4774 2.2736 1.9222
H: -1.3256 -3.4347 2.1554
H: -3.3784 0.1292 -1.7563
H: 4.6048 -0.9911 -1.5580
H: -2.6032 6.4526 1.1276
H: -2.2145 -2.5646 -0.0300
H: -1.9954 1.1025 -5.6877
H: 2.8054 -3.6716 2.1775
H: -0.9149 -7.6531 1.5900
H: 0.3210 -2.3742 -1.2417
H: 1.0909 -7.2676 0.1944
H: 0.2628 1.5699 -4.6706
H: 1.9184 -4.9768 -0.1743
H: 4.9042 2.8112 -2.2647
H: 3.9097 2.9041 -3.6946
H: -2.1286 -5.7250 2.5518
H: 5.2434 -3.4127 1.9084
H: 1.6553 7.1188 0.5464
H: 1.5077 0.6671 1.7039
H: -3.3384 4.1174 1.2277
H: 1.3793 5.1753 0.2430
H: -5.2007 0.5381 2.2599
H: 3.1602 1.2403 1.6079
H: -5.8648 -1.8721 2.1062

Summary:
total charge	+2
DFT total energy	-61753.226	eV

Atomic partial charges in e from the Mulliken method, atoms 1 to 2: 1.03 -0.58


(2)
A 14-piece molecular cluster, C44H112O22 overall in a non-equilibrium geometry, computed with the ωB97M-V functional and the def2-TZVPD basis.

Positions of all 178 atoms, in Å:
O: 0.3342 0.2510 4.0313
O: -2.9324 -4.0148 -2.2784
O: -0.6167 -4.2689 3.9163
O: 0.6481 2.5900 -2.6353
O: 5.7020 5.0003 -0.1392
O: 0.0520 0.4888 1.2519
O: 2.4109 2.1975 -4.6667
O: 2.6984 1.5453 1.1724
O: -3.4691 0.5346 1.8982
O: 2.6349 -2.9266 -3.5895
O: 4.0516 0.4058 -2.5940
O: 6.9451 2.6631 0.4934
O: -4.0378 0.4515 -3.1916
O: -4.3340 -4.2117 1.4355
O: 2.4861 -1.5629 -1.1481
O: 0.3599 -6.7343 3.0521
O: -1.5297 5.9752 2.7071
O: -4.4008 -7.6827 1.9957
O: -0.6326 -3.7182 -0.4338
O: 0.4645 -0.0989 -2.8462
O: -2.6487 5.9084 -0.2457
O: 2.9011 5.3975 -0.9800
C: -5.3902 2.0698 -2.0237
C: -3.2936 -3.2791 1.1027
C: -3.4993 5.1571 -1.0897
C: -4.5616 1.7799 -3.2840
C: -0.9481 -4.8210 -1.2468
C: -3.9046 1.4242 3.9858
C: 4.1958 1.5145 -1.7382
C: -2.3026 6.8769 1.9436
C: -3.6133 -3.4724 -3.4006
C: -0.6409 5.1566 1.9821
C: 5.9676 6.1801 0.5990
C: 3.1350 5.3772 -2.3833
C: -3.8320 0.1123 3.2001
C: 0.0305 -7.7280 2.0848
C: -0.7869 -0.5672 0.8308
C: 2.8892 2.5872 -3.3863
C: -0.4975 3.2815 -2.2186
C: -0.6199 -6.6170 4.0609
C: 1.5710 2.2020 0.6356
C: -0.6235 -2.9876 4.5170
C: -5.2855 -8.6269 2.5404
C: 1.5277 -2.5537 -1.4911
C: 2.8145 -1.5741 0.2160
C: 0.0855 -4.0606 0.7293
C: 1.6501 -0.0733 4.4120
C: -1.5809 -4.3054 -2.5290
C: -5.0393 -6.4777 1.6294
C: 7.7024 1.7886 1.2868
C: -4.3383 -0.0385 -1.8842
C: -2.8759 2.2874 3.3155
C: 2.4541 -3.1120 -4.9684
C: -0.3804 -5.3129 4.8255
C: 0.6587 1.1089 0.1313
C: -4.7050 1.1699 -1.0141
C: -0.9030 -0.4014 -2.6972
C: 1.8028 3.4159 -2.7493
C: 3.7596 2.3812 1.5594
C: 1.4229 -2.5095 -3.0020
C: 6.7757 4.5243 -0.9438
C: 7.7081 3.6674 -0.1106
C: -3.9938 -5.5204 1.0876
C: 3.2949 1.3286 -5.3295
C: -3.2531 6.1659 0.9922
C: -2.9385 1.8424 1.8384
H: -1.1661 4.5890 1.2047
H: -0.0934 1.5383 -0.5452
H: -4.4427 5.6829 -1.2581
H: -3.7407 2.5071 -3.3366
H: 3.4020 -3.3826 -5.4334
H: 1.0365 2.7601 1.4170
H: -0.2642 4.4416 2.7161
H: -1.5903 -5.5185 -0.6961
H: -3.5905 5.2497 1.5086
H: -4.5829 -3.1539 -3.0210
H: 5.1271 6.4194 1.2487
H: -6.0704 -8.9693 1.8596
H: 1.7922 -3.5600 -1.1561
H: -0.7808 -2.2080 3.7734
H: -3.7631 4.2154 -0.5889
H: -4.2268 6.6644 0.8611
H: -0.0174 -5.3611 -1.4786
H: 6.0363 7.0104 -0.1116
H: -3.8974 -5.6110 -0.0026
H: 6.2617 3.8476 -1.6315
H: -3.4961 -0.6542 -1.5694
H: 3.7372 5.1542 -0.5564
H: -0.9963 -3.4162 -2.7879
H: -3.7706 1.6152 -0.6693
H: 1.5631 4.3270 -3.3031
H: -1.4515 -5.0474 -3.3219
H: -2.8636 7.4544 2.6780
H: -5.8438 -6.6651 0.9090
H: -6.4047 1.7616 -2.2859
H: 8.2388 1.0720 0.6560
H: 6.8576 6.0895 1.2232
H: 0.2866 0.3907 3.0695
H: 0.5832 0.8735 -2.8966
H: 2.1025 3.7234 -1.7387
H: 0.3891 -2.7833 4.8885
H: 0.3097 -3.2419 1.4082
H: -1.6898 7.6084 1.4055
H: 3.2087 1.7618 -1.3322
H: -3.0565 -0.5427 3.6122
H: 2.0368 -0.9786 3.9316
H: 0.5629 -2.2661 -1.0602
H: -1.0860 -1.4205 -2.3534
H: -1.8466 2.1516 3.6534
H: 8.5734 3.3064 -0.6772
H: 2.2072 5.6477 -2.8842
H: -0.3107 -4.9107 1.2882
H: -2.9224 4.8941 -1.9710
H: -1.1336 -5.2967 5.6244
H: -3.7315 -4.2272 -4.1795
H: 3.2237 -2.5346 0.5572
H: -5.4880 -6.0191 2.5211
H: -5.1496 1.9118 -4.1935
H: 7.2285 5.3329 -1.5192
H: 0.1071 -8.7332 2.5026
H: 3.5316 2.8775 2.5096
H: 2.3404 0.7433 4.1686
H: -1.4803 -0.2630 -3.6159
H: 3.5496 0.4091 -4.7963
H: -1.1134 -1.1217 1.7096
H: 0.6325 -5.3276 5.2403
H: 3.7615 3.2417 -3.5464
H: -5.2380 -0.6687 -1.8941
H: 1.0749 -4.3756 0.3533
H: -1.9415 1.9272 1.4023
H: 1.1692 0.3520 -0.4724
H: -4.7964 -0.3964 3.2169
H: 8.4902 2.3046 1.8565
H: -1.6407 -6.6204 3.6684
H: 3.5254 -0.7962 0.4876
H: 0.2047 5.6732 1.5156
H: 3.8392 6.1818 -2.6270
H: -0.7224 4.1081 -2.9039
H: -4.6763 -9.4875 2.8138
H: 1.9353 -1.4383 0.8616
H: -3.1222 3.3512 3.3701
H: -0.4663 -7.4444 4.7674
H: -3.1081 -2.5739 -3.7646
H: 2.0989 -2.1960 -5.4552
H: 0.7492 -7.6119 1.2752
H: -1.6614 -0.1880 0.2958
H: 3.5268 4.4209 -2.7333
H: -0.3784 3.7153 -1.2181
H: 0.5972 -3.1695 -3.3090
H: 4.2284 1.8583 -5.5642
H: 1.8887 2.9226 -0.1255
H: -3.7197 1.2228 5.0435
H: -2.3587 -3.7463 1.4128
H: -3.5508 -2.3519 1.6072
H: 7.0952 1.3129 2.0539
H: -3.3069 -3.1580 0.0165
H: 4.7857 1.2963 -0.8396
H: 4.6282 1.7360 1.6692
H: 3.5340 -0.2395 -2.0844
H: -0.2666 -1.2718 0.1739
H: -5.3784 3.1154 -1.7252
H: 1.6666 -0.1844 5.4965
H: 4.6732 2.3783 -2.1950
H: 4.0294 3.1570 0.8352
H: -0.9663 -7.4864 1.7056
H: -3.7097 2.4187 1.3135
H: -1.3970 2.6663 -2.1936
H: -5.3430 0.9084 -0.1741
H: 8.1134 4.3123 0.6851
H: -1.3243 0.2744 -1.9420
H: -3.0193 -5.8517 1.4752
H: -5.7604 -8.2494 3.4524
H: 1.7506 -3.9188 -5.2092
H: 2.8316 1.0861 -6.2848
H: -1.3681 -2.9386 5.3160
H: -4.8970 1.8762 3.9165
H: 3.2359 1.6954 -2.8543
H: 1.0946 -1.5193 -3.3371

Summary:
DFT total energy	-92473.322	eV

Atomic partial charges in e from the Mulliken method, atoms 1 to 2: -0.61 -0.22


(3)
C17H11B3NO26Pb as an isolated structure in a non-equilibrium geometry, computed with the ωB97M-V functional and the def2-TZVPD basis.

Positions of all 59 atoms, in Å:
Pb: 23.0362 14.0827 -17.5087
O: 26.7476 12.7517 -9.7869
O: 20.5786 14.8606 -16.7526
O: 16.3082 15.4460 -16.2102
O: 21.6722 13.9951 -19.4498
O: 25.3524 17.2789 -11.9501
O: 22.6533 12.8711 -11.7030
O: 25.7036 17.4110 -9.7636
O: 21.1311 13.8016 -13.1283
O: 14.8067 17.0501 -15.6327
O: 18.5892 15.7991 -17.1580
O: 23.7561 16.5405 -13.7483
O: 24.1427 11.0478 -11.2161
O: 24.7887 18.6486 -13.8576
O: 23.2312 18.2058 -12.0244
O: 23.1380 13.1924 -15.1260
O: 25.5778 10.0644 -9.8275
O: 23.0911 11.7405 -17.9977
O: 24.2182 12.3182 -13.3721
O: 24.8597 18.8156 -16.0984
O: 22.8774 18.4680 -9.8357
O: 23.4432 16.2615 -15.9676
O: 25.0949 13.1330 -11.3280
O: 17.3985 13.8534 -17.6959
O: 19.1865 12.4887 -17.7895
O: 15.3331 17.9250 -18.3813
O: 16.5756 16.0420 -18.4442
N: 25.8085 14.4529 -17.3590
C: 25.1678 11.0318 -10.4242
C: 23.7639 16.9122 -15.0078
C: 28.1487 14.3061 -16.1682
C: 19.4302 14.8020 -17.1074
C: 23.2046 12.9108 -13.9616
C: 15.7935 16.9501 -17.8674
C: 27.0162 14.3295 -13.8528
C: 23.9599 10.6585 -18.0604
C: 26.8291 14.3223 -16.8572
C: 24.9794 17.5327 -10.7099
C: 15.5496 16.5064 -16.3890
C: 23.5517 18.1030 -10.7659
C: 18.6793 13.5364 -17.5371
C: 24.5704 18.2445 -15.0762
C: 25.8053 12.4215 -10.4263
C: 22.1431 13.2392 -12.8851
C: 28.0249 14.9861 -14.7768
B: 17.2023 15.2904 -17.3598
B: 24.2590 17.6151 -12.8798
B: 23.9876 12.3623 -11.8853
H: 25.9864 14.5155 -14.1505
H: 28.4154 13.2645 -15.9978
H: 21.5112 14.6365 -20.1444
H: 24.6726 10.6092 -17.2225
H: 27.1709 13.2629 -13.6865
H: 27.1197 14.8087 -12.8765
H: 28.9997 15.1737 -14.3223
H: 28.7905 14.9093 -16.8074
H: 24.5176 10.6391 -19.0133
H: 23.3535 9.7379 -18.0699
H: 27.7052 16.0080 -15.0116

Summary:
total charge	-3
DFT total energy	-79827.541	eV

Atomic partial charges in e from the natural (NBO) method, atoms 1 to 2: 1.57 -0.55


Looking at highest occupied orbital energy for the records above, in order, we have -13.50 -8.73 -0.67 eV.